92
Properties=species:S:1:pos:R:3:forces:R:3:lowdin_charge:R:1 method="wB97M-V/def2-TZVPD" charge=0 gap_ev=8.389 homo_ha=-0.362
H -2.40095 0.07430 2.94048 0.40 -0.16 0.50 0.021
H 2.37426 3.36492 0.36055 0.64 0.16 -0.40 0.042
O 2.75397 -2.32243 -1.63225 -0.55 -0.18 0.54 -0.293
O -4.01006 1.28133 -0.41095 0.59 0.05 -0.33 -0.028
H -1.32021 -3.50787 -0.05001 -0.04 -0.85 -0.09 0.052
O 0.98933 2.27773 3.50489 0.70 -0.55 -1.14 -0.284
O 4.10255 3.94565 -0.87377 -0.27 0.07 0.56 -0.031
H -0.67566 5.47598 -1.16660 0.06 -0.20 0.05 0.008
O 1.24315 1.92828 -3.05283 0.63 -0.42 -0.27 -0.041
H -0.45144 4.99800 -3.96185 -0.47 0.01 0.15 0.057
O 3.29369 0.10858 0.95205 0.09 0.73 0.34 -0.048
H -2.58662 -0.09242 1.44729 0.38 -0.36 -0.42 0.018
H -2.97209 -4.53836 1.81963 -0.09 0.36 -0.33 -0.021
O 5.81959 -1.78099 -2.88949 0.35 0.06 0.19 -0.060
V 1.27018 -2.71418 -1.25914 0.34 -1.94 -2.11 0.950
H 1.03580 2.66061 0.29441 -0.80 -0.46 -0.46 0.033
H 1.02768 5.28057 -3.80609 0.21 0.19 -0.02 0.054
H -1.02072 1.99530 -3.77154 0.24 0.18 0.05 -0.004
H -2.55967 -1.86713 -1.99240 0.12 -0.23 -0.23 0.058
O -1.86196 1.53884 -3.78531 -0.09 -0.21 -0.49 -0.032
H 4.91975 1.87652 -2.22663 0.26 -0.37 0.15 0.024
H -2.53665 -0.68099 -1.05195 0.18 0.42 0.18 -0.017
O -3.01924 -1.05208 -1.79063 -0.14 -0.33 -0.67 -0.031
H 2.68587 -3.27176 1.15729 1.08 0.23 0.16 0.013
H -2.07888 4.91675 -1.26726 0.06 -0.61 0.07 -0.011
H -3.56845 1.17153 0.43116 -0.30 0.40 0.20 -0.005
H 4.18356 -4.09672 2.29035 -0.08 -0.22 0.41 0.052
H 5.59577 -2.53130 -3.44010 -0.10 -0.20 -0.09 0.032
H 0.59333 -3.56557 3.53998 -0.82 0.18 0.15 -0.062
O -3.60531 2.74086 1.98033 -0.09 0.94 0.21 -0.050
H 0.77235 1.76149 -2.23627 -0.21 -0.24 0.64 -0.005
H 3.81953 3.77487 2.87758 -0.11 0.28 -0.21 0.068
H -2.73058 2.56576 -1.15636 -0.71 -0.24 -0.06 0.018
H 4.08310 3.18976 4.24874 -0.14 -0.31 0.45 0.083
O -1.59330 5.74080 -1.23017 0.05 1.07 -0.19 -0.070
H -3.76651 -4.90846 3.05407 -0.22 0.03 0.32 0.054
H -4.97357 -0.08015 4.81693 -0.06 0.06 0.23 0.025
O -0.67796 -2.83529 -0.27667 0.14 -0.48 -0.07 -0.066
S -0.02606 0.20367 0.11691 0.48 -0.01 -1.41 0.447
H -1.03678 -2.02739 0.09044 -0.30 0.94 0.25 0.012
H 1.61005 0.90123 -4.82496 0.11 0.24 0.34 -0.003
H 4.49695 3.66863 -1.70078 -0.17 -0.11 -0.59 0.017
O 1.72342 2.92347 0.90623 0.82 0.09 0.88 -0.043
H -5.91430 -0.54277 -2.39755 -0.13 0.15 -0.13 0.046
O 1.86972 -3.61862 0.79698 -0.89 0.35 -1.99 -0.035
H 0.23880 -1.74077 -4.01848 0.04 -0.22 -0.28 0.076
O -0.77254 -2.88408 3.47779 -0.41 0.48 -0.12 -0.015
O -3.04052 0.19665 2.23890 -0.27 -0.36 0.16 -0.046
O -0.00823 1.42982 -0.67386 0.45 0.17 -0.01 -0.325
H -4.67181 -0.86703 -1.59570 0.79 -0.38 -0.34 -0.044
H -0.91954 0.77126 4.31030 0.36 0.51 -0.09 0.048
H 4.84670 4.18450 -0.32113 0.21 0.17 0.16 0.047
O 0.34655 -1.32117 -3.16493 0.07 -0.79 0.86 -0.031
H -2.99202 3.09898 1.33857 0.14 0.37 -0.26 0.017
O 0.55570 0.45867 1.42440 -0.27 0.67 2.62 -0.338
O 4.43095 -3.33503 1.76609 -0.14 0.30 -0.01 -0.022
O -1.41073 -0.33754 0.11618 1.83 0.14 1.12 -0.323
O -5.21194 -0.17932 3.89520 -0.42 -0.16 0.35 -0.049
H -0.64303 -1.96258 3.70209 0.08 0.58 0.01 0.035
O 0.97645 -0.72299 -0.46134 -0.51 -1.30 -0.79 -0.382
H 3.47807 1.63180 -2.61851 -0.72 -0.04 0.01 0.009
H -3.29624 1.84834 2.13559 -0.05 -0.34 0.36 -0.043
H 5.12406 -1.14489 -3.05636 -0.26 0.19 -0.06 0.010
H 2.58283 -0.35063 0.50480 -0.59 -0.34 -0.50 -0.003
H -4.37452 -0.25110 3.43714 0.10 0.03 -0.45 -0.025
H -2.73445 -5.96693 0.76560 0.12 -0.47 0.03 0.062
O 3.78411 2.95497 3.37027 -0.29 -0.55 -0.88 -0.017
H 0.61697 1.37783 -5.86349 -0.18 0.15 -0.05 0.035
H -0.83871 -0.47219 5.17006 0.05 -0.08 0.37 0.073
O -1.89593 3.03284 -1.11870 -0.52 0.85 -0.03 -0.052
O -3.20715 -4.22140 2.69171 0.18 0.14 0.30 -0.025
H 0.27269 -0.38436 -3.34700 0.05 0.57 -0.04 0.028
O -2.53179 -5.20861 0.21778 0.22 0.14 -0.08 -0.025
H -2.66013 -5.51893 -0.67858 -0.09 0.02 -0.39 0.078
H 1.34545 -4.84038 3.85793 0.05 -0.21 0.12 0.046
H 1.25007 -3.57966 1.52551 -0.39 -0.09 0.50 0.039
O 2.39744 0.24249 3.71275 -0.64 2.81 -3.13 -0.323
H 5.13555 -3.65144 1.20071 0.21 -0.02 -0.31 0.061
O 0.92894 -3.99184 -2.22728 0.45 2.35 2.03 -0.333
H 4.09243 -0.26330 0.57796 0.36 -0.01 0.14 0.073
H -1.92426 1.12446 -2.92471 -0.25 -0.15 0.27 0.002
V 1.98694 1.42858 2.61484 -0.65 -2.25 4.10 0.963
O -5.62245 -0.78566 -1.51888 -1.08 0.02 0.38 -0.061
H -1.68264 -2.93432 3.18554 -0.64 -0.51 -0.06 0.035
O 0.39445 4.56412 -3.85026 0.30 -0.25 -0.01 -0.028
O 1.47784 -3.91943 3.63306 1.59 -0.55 -0.22 -0.053
O 1.11119 0.60621 -5.58675 0.01 -0.53 -0.34 -0.049
O 4.33360 1.85836 -2.98316 0.43 0.24 -0.18 -0.038
O -1.30427 -0.09807 4.42206 -0.10 -0.27 -0.13 -0.024
H -1.24155 2.34533 -0.99478 0.19 -0.10 0.13 -0.044
H 1.07792 2.85220 -3.24070 -0.17 0.72 -0.30 0.012
H -4.67774 0.59555 -0.42302 -0.72 -0.16 -0.28 0.027

=====

68
Properties=species:S:1:pos:R:3:forces:R:3:lowdin_spin:R:1 method="wB97M-V/def2-TZVPD" charge=+2 gap_ev="7.439 / 6.163" multiplicity=4 s_squared=3.786 homo_ha="-0.502 / -0.517"
H 7.60820 -0.05546 1.70111 0.01 0.00 -0.01 0.004
C 6.53443 0.06274 1.75085 0.04 -0.02 -0.01 0.070
B -2.65107 1.47477 -0.02212 -0.01 0.01 0.01 0.001
H 3.91551 -2.59357 -1.76214 0.02 -0.03 0.00 0.004
H -4.94525 0.15486 -1.10088 -0.07 0.00 -0.01 0.001
C 0.24674 3.10309 -1.74757 -0.03 -0.05 0.01 0.007
C 5.72186 -0.63058 0.85795 -0.03 0.01 0.01 0.000
N -1.36033 1.94216 -0.75981 0.04 0.00 0.05 0.009
C -0.65549 -0.48337 -2.66044 0.15 -0.04 -0.16 0.022
C -1.11896 3.00516 -1.53494 0.04 0.06 0.01 0.013
C 4.34930 -0.48846 0.91655 0.02 0.02 0.02 0.045
C 1.17991 -2.89156 2.25813 0.33 -0.21 0.13 0.016
H 2.47336 -4.03758 3.32711 0.00 0.00 -0.01 0.000
H -0.67435 0.04275 3.82750 -0.02 0.01 0.04 0.007
N -1.37402 0.55998 1.91704 -0.05 -0.04 -0.04 -0.002
H 2.84798 -3.98426 -1.90348 -0.01 -0.02 -0.01 0.005
Te 1.78514 0.75228 2.08249 -0.08 0.12 0.20 0.644
H -6.94767 3.26636 -0.45801 -0.04 0.04 0.01 0.000
C 4.60538 1.06257 2.76982 0.17 -0.09 -0.08 0.054
H -1.00902 -0.14050 -4.73150 0.00 0.00 -0.02 0.000
C -1.31252 0.68845 3.24992 0.04 0.05 -0.02 0.014
C -2.72347 2.19349 2.52160 -0.06 0.02 -0.05 0.012
C -5.01527 2.53048 0.27281 -0.20 -0.18 -0.06 0.000
H 6.16659 -1.28238 0.11873 0.02 -0.02 -0.01 -0.001
N 0.13890 -0.99082 -1.70990 0.23 0.02 0.19 0.012
W -0.13287 -0.63863 0.46557 -0.36 0.08 -0.18 1.599
H -1.93586 3.61047 -1.88350 -0.01 0.03 -0.02 0.001
H 3.71964 -1.03806 0.23491 0.01 0.05 0.00 0.002
C 1.66041 -1.73602 -3.40425 -0.21 0.12 -0.04 0.012
N 1.59114 -3.55155 3.34583 -0.04 0.02 -0.04 0.001
H 0.76658 3.85115 -2.31733 0.02 0.01 -0.03 0.000
C -2.14310 1.71279 3.67696 0.05 -0.02 -0.03 0.003
C 1.26834 -1.63199 -2.08184 0.08 -0.21 0.25 0.017
C -4.05328 -1.88992 -0.87985 0.00 0.04 -0.02 0.009
C -5.92724 2.98415 -0.64161 0.08 0.07 0.17 0.000
C 5.97973 0.90437 2.70514 -0.08 0.01 -0.01 -0.006
N -2.12518 -1.04446 -0.14581 -0.08 0.05 0.01 0.020
H 1.12705 -1.24602 -5.42653 0.00 0.01 -0.03 0.001
H -2.28430 -3.13114 -0.29626 -0.02 0.01 0.00 0.002
H -2.30233 2.05473 4.68258 0.00 0.02 0.04 0.000
C 3.14424 -3.16721 -1.24306 0.03 0.02 0.08 0.013
N -3.84048 2.30328 -0.37915 0.02 0.17 -0.17 0.000
H -3.41523 3.00435 2.37839 -0.04 0.01 0.01 0.001
H -5.57041 3.31856 -2.83017 0.00 0.01 -0.03 0.000
H 0.98581 -3.67751 4.13759 -0.02 0.00 -0.01 -0.001
C -4.13815 -0.50903 -0.84199 0.06 0.01 -0.01 0.020
H -4.81539 -2.58340 -1.18391 -0.03 -0.02 -0.01 0.000
C -5.22052 3.01276 -1.85787 0.01 -0.10 -0.04 0.000
H 6.61670 1.43903 3.39549 0.01 0.01 0.01 -0.001
H 3.55065 -3.58490 -0.32829 -0.03 0.05 -0.01 0.000
H 2.57117 -2.25243 -3.66278 0.04 -0.02 -0.01 0.001
H 1.81854 1.72894 -0.95986 0.00 0.01 -0.01 0.010
C 1.97164 -2.29161 -0.97445 -0.21 0.05 -0.32 0.092
C 3.78403 0.36040 1.87302 0.25 0.06 0.02 0.075
N -2.27592 1.48176 1.47855 0.13 -0.17 -0.02 0.003
N 1.98598 -2.80751 1.23644 -0.31 0.24 -0.06 -0.013
N 1.41885 -2.11125 0.18642 0.19 -0.20 0.07 -0.006
S -0.42576 -2.20086 2.29457 -0.03 0.01 -0.11 0.085
C 0.78812 2.03886 -1.04869 0.07 -0.05 0.05 0.035
N -3.98423 2.58303 -1.70993 0.07 0.01 0.02 0.000
C 0.84657 -1.18076 -4.38477 0.14 -0.09 0.10 0.018
N -0.18191 1.34269 -0.43805 -0.22 0.01 -0.06 0.037
H -5.14962 2.30849 1.31609 0.02 0.01 0.06 0.000
H 4.18200 1.72702 3.51178 -0.06 0.00 0.00 0.000
C -0.33214 -0.56583 -4.00500 -0.15 0.06 0.11 0.007
N -2.97159 -0.01483 -0.40281 0.02 0.00 0.09 0.007
C -2.77502 -2.17970 -0.43018 0.12 -0.05 -0.03 0.021
H -1.56255 0.00717 -2.34218 -0.01 0.03 0.00 0.001

=====

11
Properties=species:S:1:pos:R:3:forces:R:3:lowdin_charge:R:1 method="wB97M-V/def2-TZVPD" charge=0 gap_ev=9.582 homo_ha=-0.362
H 0.23704 -1.42956 -1.10449 -0.10 -0.15 0.04 0.118
C -1.02884 -0.02375 -0.17969 -0.05 -0.03 -0.05 -0.550
C 0.29395 -0.80282 -0.21892 -0.22 -0.23 -0.14 -0.131
H -0.35612 1.29817 1.27775 -0.06 -0.09 -0.14 0.062
H 2.18568 -0.08508 -1.38269 -0.24 0.14 0.31 0.104
C 1.65381 -0.03505 -0.43744 -0.08 0.28 0.60 -0.202
C 1.77987 0.46079 0.74304 0.32 -0.12 -0.50 0.159
O -1.94646 -0.37374 -0.90029 0.21 0.14 0.15 0.043
H -2.01263 1.48142 0.76515 0.17 -0.11 -0.01 0.114
H 0.31914 -1.47679 0.64468 0.03 0.20 -0.13 0.118
N -1.14392 0.96766 0.74054 0.01 -0.03 -0.13 0.163

=====

48
Properties=species:S:1:pos:R:3:forces:R:3:lowdin_charge:R:1 method="wB97M-V/def2-TZVPD" charge=0 gap_ev=8.678 smiles="CCc1ccccc1NC(=O)CN1C(=O)[C@@H]2CCCN2c2ncc(Cl)cc21" homo_ha=-0.302
H 0.85917 6.00582 -2.26270 0.54 -0.58 0.42 0.122
C -2.01471 -3.15672 -0.99527 -1.62 0.05 -1.11 -0.238
C 0.22169 -0.35248 -0.97070 1.80 -0.48 -0.70 -0.060
H 1.47460 3.60321 3.13156 0.65 -0.49 -1.67 0.155
C 1.85673 3.13751 2.14413 -2.49 -1.36 1.59 -0.228
C 0.98856 3.32007 -0.24028 -0.84 1.37 -0.72 -0.159
H -1.28441 -5.70856 0.37204 0.10 0.17 0.22 0.115
O -0.88033 1.40279 -1.84087 0.61 1.96 -1.04 0.081
N 0.66256 1.98987 -0.19111 0.43 -1.69 -1.21 0.143
H -0.02706 -4.82647 -0.48316 -1.13 0.69 0.49 0.138
C -1.72386 -2.68656 1.41242 1.03 -0.57 -1.50 -0.094
C 3.28940 2.77311 2.22554 2.38 -0.74 3.14 -0.117
H 0.10553 -5.28088 2.10564 1.02 -3.07 1.91 0.076
N -2.58556 -4.03429 -1.86506 0.49 1.75 -0.68 0.139
H 2.08188 5.79456 1.64003 0.57 0.53 2.01 0.095
C -2.87098 -3.59003 -3.10665 1.23 -0.34 0.55 -0.173
C -1.09770 -1.34839 0.86164 3.17 1.16 1.64 -0.283
C -2.09583 -1.35555 -2.66229 0.71 0.19 0.07 0.004
H 0.28454 3.61425 -2.23339 -0.74 -0.62 -1.53 0.085
H 1.08060 1.54594 0.60374 -0.01 -0.86 -0.21 0.103
C 0.08095 1.16574 -1.13832 -2.46 -1.43 1.82 -0.373
C 1.58538 6.02375 -0.27046 0.15 -0.04 -0.06 -0.090
C -1.71181 -1.80766 -1.34356 -1.20 -1.32 -3.00 -0.123
N -0.93394 -1.05986 -0.49194 -1.33 -0.82 1.65 0.005
H 1.25832 2.17110 2.05800 0.70 1.01 0.90 0.112
H -2.68554 -2.48267 1.84479 -0.67 0.17 -0.17 0.136
N -1.80029 -3.67906 0.27431 0.35 1.50 0.27 -0.033
H -3.02289 -4.38638 -3.83581 -0.64 0.33 0.11 0.101
H 3.71104 2.28583 1.38248 -0.02 -0.63 -1.02 0.060
H 3.53131 2.10270 3.15288 -0.80 0.78 -1.64 0.111
C -2.66737 -2.26358 -3.54207 -0.25 -1.43 0.58 -0.635
C -0.04416 -4.39856 1.64930 -1.17 0.39 -1.89 -0.183
C -0.78578 -4.73062 0.35452 0.47 -0.59 -0.08 -0.140
H 1.97814 7.04689 -0.24245 -0.60 -0.40 -0.28 0.116
C 1.65642 5.26751 0.85371 1.13 -0.13 0.27 -0.060
C -0.90619 -3.53301 2.47195 -1.09 1.10 -0.06 -0.109
Cl -3.06188 -1.97189 -5.23528 0.28 0.37 0.79 0.633
H -0.32113 -3.03622 3.22761 0.02 0.91 -0.02 0.114
H 0.39333 -0.81872 -1.96888 0.02 0.80 0.44 0.150
H -1.81362 -0.36628 -3.10149 -0.28 -0.78 1.05 0.120
C 1.47338 3.89738 0.94492 -0.45 1.26 -1.82 -0.182
H 1.10640 -0.60990 -0.39728 -0.01 -0.20 0.54 0.126
O -0.44762 -0.61775 1.61848 -0.95 -0.79 -0.06 0.055
H 4.00795 3.57726 2.43613 -0.58 0.46 -0.29 0.075
H 0.87846 -3.96706 1.41652 1.47 0.89 -0.24 0.103
C 0.73712 4.08888 -1.43309 1.00 -1.80 3.68 0.003
H -1.63305 -4.11551 3.05282 -0.07 0.04 -0.39 0.124
C 1.11224 5.37046 -1.38307 -0.88 3.27 -2.76 -0.120

=====

What ΔE to the lowest compared entry with this formula, charge and spin values result from the calculations? In sequence: 0.455, 0.000, 3.455, 3.912 eV.